18
Properties=species:S:1:pos:R:3:nbo_charge:R:1 method="wB97M-V/def2-TZVPD" spin_multiplicity=1 lumo_ev=-4.49 total_charge=+1
C 0.86 -0.97 -1.08 -0.441
C -1.28 0.34 -0.50 0.103
N -0.08 -0.16 -0.23 -0.419
H 0.81 -0.49 -2.07 0.234
H 0.54 -1.97 -1.17 0.237
H 1.96 -0.94 -0.73 0.267
H -1.56 0.07 -1.54 0.230
H -2.13 0.59 0.17 0.251
H 0.24 -0.11 0.81 0.474
H 3.73 -0.70 2.46 0.493
H 2.91 -1.77 1.77 0.472
O 2.98 -0.82 1.83 -0.961
H -3.55 0.94 -3.33 0.487
H -2.62 2.13 -3.46 0.488
O -2.83 1.44 -2.78 -0.968
H -0.66 0.30 2.93 0.492
H 0.79 -0.25 3.04 0.514
O 0.17 0.27 2.48 -0.954



142
Properties=species:S:1:pos:R:3:lowdin_charge:R:1 method="wB97M-V/def2-TZVPD" spin_multiplicity=1 lumo_ev=-0.54
C -4.18 -0.91 -5.79 -1.614
Br -4.31 -1.71 -7.53 0.583
Br -5.76 0.22 -5.37 0.549
Br -2.48 -0.11 -5.50 0.616
H -4.31 -1.72 -5.10 -0.075
C -2.03 4.10 -4.63 -1.596
Br -2.10 5.73 -3.62 0.561
Br -0.19 3.41 -4.54 0.546
Br -2.55 4.28 -6.48 0.574
H -2.70 3.37 -4.21 -0.059
C 2.10 -1.05 -5.99 0.053
N 1.84 0.30 -5.39 -0.407
O 1.49 0.34 -4.20 -0.039
O 1.95 1.26 -6.15 0.035
H 2.87 -0.88 -6.74 0.104
H 1.17 -1.32 -6.46 0.091
H 2.37 -1.71 -5.11 0.100
C 6.23 3.65 0.37 0.048
N 5.01 3.95 -0.44 -0.444
O 5.23 4.44 -1.53 0.069
O 3.93 3.68 0.05 0.043
H 6.04 2.67 0.99 0.136
H 6.29 4.42 1.10 0.080
H 7.15 3.67 -0.24 0.103
C -3.70 -0.73 -1.81 0.026
N -4.92 -1.60 -2.01 -0.376
O -5.00 -2.50 -2.86 0.036
O -5.79 -1.37 -1.21 0.030
H -3.16 -0.51 -2.73 0.033
H -2.96 -1.39 -1.27 0.096
H -3.94 0.21 -1.20 0.083
C -2.45 -4.35 2.72 0.039
N -1.71 -4.87 3.91 -0.437
O -1.28 -4.17 4.76 0.078
O -1.50 -6.11 3.93 0.015
H -2.72 -3.29 2.85 0.077
H -3.24 -5.03 2.43 0.070
H -1.81 -4.31 1.81 0.097
C 2.85 1.96 3.26 -0.004
N 4.08 1.37 3.81 -0.489
O 4.32 1.62 4.97 0.065
O 4.80 0.67 3.17 0.040
H 2.12 1.99 4.03 0.037
H 2.53 1.41 2.42 0.044
H 3.05 3.03 3.09 0.124
C -6.45 -0.93 1.68 0.056
N -4.98 -0.80 1.45 -0.397
O -4.28 -1.82 1.48 0.030
O -4.47 0.32 1.25 0.010
H -6.78 -1.44 0.76 0.086
H -6.82 0.09 1.77 0.080
H -6.59 -1.59 2.56 0.116
C 1.83 -4.62 1.73 0.015
N 3.08 -4.57 2.51 -0.446
O 4.10 -4.63 1.88 0.072
O 2.97 -4.50 3.72 0.055
H 0.94 -4.84 2.38 0.102
H 1.83 -5.44 1.03 0.085
H 1.73 -3.65 1.20 0.057
C 1.19 5.70 -1.08 0.062
N 1.01 4.89 0.18 -0.401
O 1.53 5.29 1.22 0.032
O 0.34 3.87 0.13 -0.001
H 0.32 5.60 -1.69 0.035
H 2.02 5.37 -1.66 0.081
H 1.31 6.75 -0.77 0.113
C 3.79 1.70 -2.70 0.032
N 5.02 1.26 -3.36 -0.444
O 4.96 0.66 -4.40 0.073
O 6.08 1.55 -2.84 0.053
H 3.46 2.58 -3.24 0.119
H 3.97 1.77 -1.65 0.053
H 3.08 0.93 -2.89 0.051
C -6.37 -5.44 -1.18 0.059
N -5.02 -5.16 -0.60 -0.400
O -4.92 -5.21 0.62 0.051
O -4.09 -4.92 -1.39 0.037
H -6.98 -5.81 -0.34 0.106
H -6.21 -6.10 -1.98 0.086
H -6.87 -4.51 -1.38 0.090
C 6.17 -3.87 -3.55 0.065
N 4.85 -3.38 -4.09 -0.416
O 4.36 -2.47 -3.44 0.041
O 4.35 -3.95 -5.04 0.066
H 6.01 -4.39 -2.65 0.083
H 6.75 -3.04 -3.26 0.054
H 6.56 -4.55 -4.32 0.109
C -0.99 2.13 6.62 0.043
N -0.05 3.20 6.23 -0.416
O -0.27 4.41 6.51 0.034
O 0.87 2.87 5.56 0.061
H -0.47 1.20 6.36 0.092
H -1.91 2.16 6.09 0.082
H -1.23 2.39 7.58 0.075
Br 7.67 -1.46 -0.65 0.591
C 5.75 -0.84 -0.69 -0.655
C 4.86 -1.59 0.29 -0.565
Br 3.02 -0.81 0.04 0.616
H 5.47 -0.87 -1.70 -0.006
H 5.86 0.16 -0.32 0.019
H 5.14 -1.36 1.30 0.040
H 4.77 -2.69 0.10 0.065
Br -2.57 6.59 0.44 0.533
C -1.62 6.79 2.22 -0.607
C -1.35 5.44 2.75 -0.684
Br -3.07 4.66 3.29 0.600
H -2.33 7.37 2.81 0.046
H -0.68 7.30 1.92 0.070
H -0.69 5.49 3.64 0.084
H -1.05 4.87 1.90 -0.007
Br -0.16 -3.47 -1.27 0.619
C -0.67 -4.29 -2.99 -0.654
C -0.80 -3.17 -4.01 -0.676
Br -1.67 -3.99 -5.58 0.610
H -1.62 -4.80 -2.77 0.044
H 0.17 -4.88 -3.30 0.048
H 0.12 -2.70 -4.40 0.050
H -1.55 -2.41 -3.66 0.026
Br 1.91 -1.12 4.38 0.672
C 2.61 -2.08 5.96 -0.664
C 2.06 -1.52 7.24 -0.662
Br 3.13 -2.21 8.76 0.605
H 3.71 -2.11 5.97 0.059
H 2.21 -3.14 5.78 0.072
H 1.09 -1.94 7.38 0.040
H 2.01 -0.46 7.28 0.036
Br -3.44 3.36 -1.06 0.647
C -5.28 3.35 -0.41 -0.669
C -6.10 2.23 -1.03 -0.699
Br -7.92 2.33 -0.35 0.650
H -5.68 4.33 -0.72 0.061
H -5.27 3.24 0.69 0.064
H -5.72 1.25 -0.83 -0.003
H -6.15 2.34 -2.11 0.049
Br -1.44 0.14 3.34 0.626
C -0.51 0.78 1.72 -0.643
C -1.39 0.65 0.50 -0.659
Br -0.47 0.99 -1.23 0.605
H 0.54 0.33 1.73 0.032
H -0.22 1.80 1.90 0.030
H -2.17 1.35 0.67 -0.013
H -1.89 -0.35 0.48 0.040



41
Properties=species:S:1:pos:R:3:nbo_charge:R:1 method="wB97M-V/def2-TZVPD" spin_multiplicity=1 lumo_ev=-3.93 total_charge=+1
C 0.01 3.44 0.67 -0.176
C 0.87 2.57 0.64 -0.089
C 2.18 1.72 0.66 -0.466
C 2.11 0.50 -0.39 -0.108
C 3.30 0.40 -1.42 -0.103
O 3.62 1.63 -2.11 -0.363
N 2.51 2.20 -2.66 0.331
O 2.80 3.20 -3.21 -0.232
C 0.61 0.44 -0.90 0.306
N -0.23 -0.32 -0.25 -0.284
C -1.70 -0.51 -0.52 -0.248
C -2.37 0.91 -0.21 0.082
O -2.29 1.05 1.23 -0.734
C -3.85 1.06 -0.78 -0.254
N -3.84 1.54 -2.19 -0.825
C 0.54 -1.00 0.83 -0.264
C 2.09 -0.86 0.46 -0.410
H -0.82 4.13 0.33 0.265
H 3.10 2.33 0.39 0.274
H 2.31 1.27 1.68 0.257
H 4.23 0.14 -0.82 0.240
H 3.17 -0.48 -2.14 0.215
H 0.20 1.03 -1.78 0.256
H -1.90 -0.88 -1.56 0.246
H -2.04 -1.27 0.26 0.254
H -1.77 1.77 -0.64 0.176
H -3.03 1.63 1.53 0.489
H -4.36 1.89 -0.18 0.204
H -4.50 0.13 -0.64 0.220
H -3.19 2.32 -2.30 0.362
H -3.63 0.78 -2.85 0.362
H 0.41 -2.13 0.77 0.244
H 0.40 -0.66 1.90 0.276
H 2.55 -1.69 -0.16 0.229
H 2.70 -0.83 1.41 0.260
C -0.34 -4.96 2.37 -0.719
C 0.56 -3.83 2.73 0.312
N 1.26 -2.96 3.02 -0.370
H -1.19 -4.98 3.05 0.267
H -0.70 -4.83 1.35 0.248
H 0.20 -5.90 2.44 0.270



25
Properties=species:S:1:pos:R:3:nbo_charge:R:1 method="wB97M-V/def2-TZVPD" spin_multiplicity=1 lumo_ev=7.81 total_charge=-3
Ca 0.01 0.16 -0.13 1.815
N 0.15 2.43 2.31 0.746
O 0.39 2.15 1.19 -0.607
O -0.79 3.13 2.56 -0.570
O 0.85 1.89 3.13 -0.535
B 0.59 -0.90 1.95 -0.811
H 0.44 -1.50 2.83 -0.025
H 0.56 -1.51 1.06 -0.056
H -0.18 -0.14 1.93 -0.066
H 1.56 -0.45 2.02 0.004
B -2.88 -0.44 0.18 1.327
F -3.79 -0.22 -0.84 -0.576
F -2.18 0.74 0.22 -0.577
F -3.46 -0.69 1.41 -0.564
F -1.94 -1.45 -0.15 -0.576
B 0.06 1.21 -2.76 1.293
F 0.08 2.47 -3.12 -0.555
F 1.20 1.05 -1.96 -0.579
F -1.04 0.87 -2.04 -0.558
F 0.24 0.43 -3.86 -0.564
B 2.03 -1.84 -1.22 1.308
F 2.40 -3.00 -0.57 -0.576
F 0.69 -1.98 -1.45 -0.572
F 2.16 -0.81 -0.40 -0.561
F 2.83 -1.58 -2.30 -0.567



15
Properties=species:S:1:pos:R:3:nbo_charge:R:1 method="wB97M-V/def2-TZVPD" spin_multiplicity=1 smiles="CC(=O)O.CN" lumo_ev=0.61
C -1.32 -0.08 -3.14 -0.430
N -0.26 0.43 -2.14 -0.834
H 0.17 1.20 -2.58 0.354
H 1.89 -0.39 0.14 0.500
H 0.37 -0.20 -1.79 0.345
H -2.02 0.74 -3.42 0.200
H -1.80 -0.96 -2.63 0.188
H -1.14 -0.58 -4.05 0.177
C -0.47 -1.03 1.91 -0.763
C 0.43 0.10 1.59 0.802
O 1.62 -0.42 1.02 -0.787
O 0.25 1.30 1.60 -0.516
H -1.25 -0.75 2.68 0.238
H -0.22 -1.87 2.60 0.264
H -0.99 -1.26 0.91 0.261



23
Properties=species:S:1:pos:R:3:nbo_charge:R:1 method="wB97M-V/def2-TZVPD" spin_multiplicity=1 smiles="CO[C@@]1(SC)N=NC(C)(C)O1" lumo_ev=0.78
C -1.45 -0.06 -0.17 0.338
C 0.74 -0.60 -0.29 0.572
C -2.42 -1.06 0.55 -0.619
C -1.90 1.37 -0.34 -0.640
C 2.16 -2.43 -0.91 -0.247
C 1.71 2.04 0.38 -0.746
N -1.17 -0.50 -1.41 -0.128
N 0.01 -0.75 -1.55 -0.174
O -0.16 -0.03 0.57 -0.538
O 1.40 -1.75 0.15 -0.539
S 2.10 0.75 -0.84 0.059
H -1.83 -1.43 1.39 0.244
H -2.62 -1.83 -0.11 0.224
H -3.29 -0.51 0.77 0.217
H -1.19 1.91 -1.03 0.233
H -1.69 1.85 0.66 0.234
H -2.94 1.42 -0.79 0.240
H 2.40 -3.51 -0.51 0.201
H 2.93 -1.82 -1.02 0.186
H 1.49 -2.51 -1.76 0.203
H 1.93 1.74 1.40 0.213
H 0.60 2.10 0.43 0.231
H 2.42 2.83 0.13 0.238



Number 1: HOMO-LUMO gap 10.5353 eV. Number 2: HOMO-LUMO gap 9.4552 eV. Number 3: HOMO-LUMO gap 8.5857 eV. Number 4: HOMO-LUMO gap 7.3199 eV. Number 5: HOMO-LUMO gap 10.1719 eV. Number 6: HOMO-LUMO gap 9.3977 eV.